98
Properties=species:S:1:pos:R:3 method="wB97M-V/def2-TZVPD" total_charge=-1 homo_lumo_gap_ev=6.2 lumo_ha=0.0545 e_homo_ev=-4.767 e_tot_ev=-533633.9510
C 5.049 0.669 2.159
C 5.468 -0.798 2.201
C 4.645 -1.668 1.247
C 3.206 -1.942 1.732
O 2.288 -1.866 0.686
In 0.760 -0.487 0.914
C 1.644 1.531 1.007
C 0.759 2.650 0.507
F 0.041 3.252 1.578
P -0.664 -0.694 -1.229
O -0.022 -0.501 -2.585
B -0.634 -0.875 2.723
C -1.840 0.120 2.980
O -0.499 -1.949 3.598
H 5.750 1.319 2.688
H 4.066 0.818 2.610
H 4.971 1.007 1.122
H 5.356 -1.186 3.221
H 6.530 -0.883 1.951
H 5.157 -2.620 1.078
H 4.567 -1.175 0.273
H 3.172 -2.943 2.195
H 2.978 -1.237 2.556
H 1.885 1.733 2.055
H 2.588 1.538 0.457
H -0.012 2.333 -0.204
H 1.315 3.468 0.035
H -1.846 0.094 -1.122
H -1.331 -1.951 -1.149
H -1.992 0.374 4.033
H -1.744 1.033 2.387
H -2.745 -0.391 2.613
H -1.298 -2.482 3.716
C -4.936 -0.728 5.472
Cl -3.723 -1.949 5.110
Cl -4.420 0.290 6.821
Cl -5.322 0.252 4.059
H -5.840 -1.237 5.775
C 0.108 -1.827 -5.164
Cl -1.046 -1.218 -6.365
Cl -0.417 -3.397 -4.544
Cl 1.723 -1.954 -5.880
H 0.133 -1.149 -4.304
C 0.926 -5.614 -1.415
Cl -0.579 -5.862 -2.295
Cl 0.650 -4.959 0.183
Cl 1.829 -7.147 -1.305
H 1.533 -4.915 -1.978
C -3.520 -6.110 4.147
Cl -3.824 -5.410 5.735
Cl -3.104 -4.873 2.964
Cl -2.241 -7.324 4.245
H -4.425 -6.599 3.813
C -2.156 4.620 -0.687
Cl -0.702 4.974 -1.613
Cl -3.411 5.823 -0.995
Cl -2.741 2.993 -1.025
H -1.892 4.668 0.363
C -0.765 8.985 0.451
Cl -2.229 9.377 -0.451
Cl -0.993 7.566 1.469
Cl 0.605 8.771 -0.637
H -0.546 9.822 1.101
C -7.221 6.291 -2.712
Cl -6.130 5.073 -3.350
Cl -6.414 7.292 -1.502
Cl -7.885 7.296 -4.002
H -8.047 5.785 -2.230
C 1.110 -9.321 3.952
Cl 2.269 -8.716 5.135
Cl 1.240 -8.455 2.430
Cl 1.304 -11.063 3.716
H 0.118 -9.157 4.351
C 5.430 -7.512 -2.474
Cl 6.548 -6.715 -1.364
Cl 5.581 -6.858 -4.100
Cl 5.678 -9.260 -2.466
H 4.426 -7.318 -2.124
C 10.187 -5.749 -1.203
Cl 9.899 -4.873 0.298
Cl 10.376 -4.639 -2.558
Cl 11.588 -6.815 -1.058
H 9.321 -6.367 -1.399
C 4.905 4.435 -0.274
Cl 6.594 4.890 0.004
Cl 4.793 3.116 -1.438
Cl 4.102 4.013 1.226
H 4.404 5.294 -0.699
C -12.187 6.445 -2.682
Cl -10.728 6.964 -1.840
Cl -12.243 7.112 -4.313
Cl -12.309 4.688 -2.711
H -13.038 6.829 -2.136
C -4.041 6.939 -6.723
Cl -2.559 6.717 -7.651
Cl -3.708 7.076 -5.005
Cl -4.949 8.339 -7.310
H -4.661 6.064 -6.874


79
Properties=species:S:1:pos:R:3 method="wB97M-V/def2-TZVPD" total_charge=+2 homo_lumo_gap_ev="4.6 / 4.6" e_above_lowest_kcal_mol=41.7 lumo_ha="-0.2682 / -0.2682" e_homo_ev="-11.900 / -11.900" e_tot_ev=-129764.0645
N -5.817 4.362 -3.956
C -5.642 4.781 -2.691
C -4.809 4.113 -1.785
C -4.067 2.967 -2.201
C -4.290 2.539 -3.545
C -5.189 3.251 -4.364
C -3.137 2.273 -1.310
Cd -0.768 0.229 -0.074
P 4.092 -0.486 0.692
C -2.201 1.308 -1.712
C -0.783 1.755 -1.596
C 0.124 1.986 -2.671
C 1.319 2.701 -2.489
C 1.475 3.549 -1.377
C 0.562 3.457 -0.322
C -0.514 2.558 -0.372
Br 2.863 4.788 -1.136
H -3.078 2.734 -0.314
H -2.475 0.501 -2.411
H -4.735 4.467 -0.746
H -3.747 1.682 -3.936
H -6.132 5.721 -2.401
H -5.316 2.944 -5.414
H -0.227 1.691 -3.650
H -1.280 2.659 0.416
H 2.151 2.584 -3.182
H 0.733 4.009 0.611
P -0.549 -2.231 0.105
C 3.812 1.294 0.604
C 5.076 2.090 0.335
H 3.368 1.552 1.571
H 3.079 1.487 -0.179
H 4.891 3.152 0.478
H 5.905 1.817 0.983
H 5.417 1.984 -0.690
C 3.596 -1.158 -0.918
C 4.758 -1.985 -1.475
H 3.378 -0.339 -1.618
H 2.674 -1.733 -0.773
H 4.632 -2.210 -2.537
H 5.701 -1.423 -1.391
H 4.888 -2.940 -0.964
C 3.126 -1.257 2.007
C 4.035 -1.956 3.019
H 2.432 -1.987 1.566
H 2.519 -0.476 2.473
H 3.492 -2.699 3.610
H 4.846 -2.487 2.524
H 4.482 -1.270 3.741
C -0.291 -3.210 1.630
C -1.046 -4.540 1.597
H -0.595 -2.594 2.490
H 0.796 -3.358 1.730
H -2.090 -4.396 1.896
H -1.037 -5.027 0.618
H -0.582 -5.223 2.318
C 0.341 -3.240 -1.188
C 0.075 -2.646 -2.557
H 0.060 -4.296 -1.084
H 1.418 -3.176 -1.002
H -0.974 -2.649 -2.871
H 0.417 -1.604 -2.552
H 0.644 -3.180 -3.330
C -2.400 -2.394 -0.223
C -3.291 -1.965 0.957
H -2.582 -3.444 -0.539
H -2.632 -1.720 -1.075
H -3.864 -1.074 0.652
H -4.028 -2.749 1.198
H -2.738 -1.708 1.887
N -2.395 -0.414 5.279
N -1.292 -0.197 4.518
N -0.490 0.809 4.868
C 0.038 1.147 3.663
N -0.474 0.456 2.643
N -1.388 -0.398 3.142
H -2.868 -1.266 5.066
H -2.203 -0.194 6.236
H 0.803 1.897 3.496


16
Properties=species:S:1:pos:R:3 method="wB97M-V/def2-TZVPD" homo_lumo_gap_ev=10.1 e_above_lowest_kcal_mol=42.3 smiles="CNCO.C=N" lumo_ha=0.0374 e_homo_ev=-9.046 e_tot_ev=-8299.6709
C 2.055 1.535 -0.222
N 1.593 2.154 0.779
H 1.695 0.518 -0.357
H 2.760 1.972 -0.928
H 1.929 3.108 0.853
C -0.855 -1.772 -1.158
N -0.617 -0.525 -0.438
C -1.133 -0.551 0.904
O -0.942 0.682 1.552
H -0.301 -2.561 -0.642
H -0.427 -1.674 -2.149
H -1.905 -2.079 -1.187
H -1.011 0.272 -0.927
H -2.213 -0.720 0.986
H -0.609 -1.340 1.457
H -0.020 0.982 1.476


107
Properties=species:S:1:pos:R:3 method="wB97M-V/def2-TZVPD" total_charge=-1 homo_lumo_gap_ev=7.4 lumo_ha=0.0779 e_homo_ev=-5.296 e_tot_ev=-84151.4056
C 2.960 -6.640 1.568
C 4.458 -6.565 1.319
O 4.796 -6.361 -0.037
C 4.610 -5.003 -0.441
C 3.872 -4.921 -1.771
O 2.528 -4.517 -1.575
C 1.930 -4.040 -2.764
C 0.847 -2.962 -2.412
O 1.152 -2.412 -1.179
C 0.139 -1.509 -0.718
P 0.771 -0.111 0.428
C 1.028 -1.150 2.020
C 0.735 -2.652 1.951
C 0.914 -3.248 3.397
C -0.345 -2.937 4.243
N -1.160 -4.141 4.563
C -1.075 0.061 0.979
C -2.088 0.569 -0.063
O -3.385 -0.108 0.156
C -4.061 0.412 1.186
O -4.546 -0.278 1.994
C 2.579 -0.185 -0.208
C 3.498 -1.275 0.348
C 4.743 -1.413 -0.520
O 5.795 -1.632 -0.055
O 4.630 -1.335 -1.900
O 0.568 1.045 -0.921
C 0.613 2.357 -0.567
I 1.272 3.727 -2.098
C 1.198 2.522 0.894
C 2.587 3.216 1.076
C 3.568 2.494 2.011
N 4.589 3.392 2.585
C 0.189 3.321 1.763
C 0.430 3.186 3.252
F -0.050 4.361 3.875
O 1.208 1.246 1.482
H 2.549 -7.545 1.113
H 2.713 -6.701 2.630
H 2.400 -5.804 1.142
H 4.954 -5.815 1.950
H 4.895 -7.527 1.601
H 4.034 -4.505 0.341
H 5.563 -4.477 -0.534
H 3.867 -5.900 -2.269
H 4.413 -4.196 -2.392
H 1.477 -4.899 -3.273
H 2.673 -3.535 -3.390
H -0.132 -3.469 -2.433
H 0.819 -2.186 -3.192
H -0.749 -2.028 -0.341
H -0.201 -0.972 -1.619
H 0.286 -0.756 2.724
H 1.963 -0.919 2.535
H -0.300 -2.878 1.691
H 1.404 -3.224 1.304
H 1.748 -2.683 3.821
H 1.151 -4.311 3.378
H -0.967 -2.288 3.619
H -0.111 -2.329 5.121
H -2.115 -3.918 4.304
H -1.181 -4.230 5.574
H -1.106 0.780 1.804
H -1.496 -0.858 1.388
H -1.846 0.377 -1.103
H -2.294 1.632 0.096
H -4.182 1.510 1.195
H 2.531 -0.321 -1.288
H 3.100 0.768 -0.078
H 3.066 -2.278 0.374
H 3.891 -1.074 1.342
H 4.839 -0.433 -2.178
H -0.424 2.683 -0.425
H 3.095 3.309 0.109
H 2.399 4.248 1.383
H 4.134 1.744 1.461
H 3.100 1.991 2.854
H 4.190 3.988 3.297
H 5.052 3.925 1.860
H 0.246 4.384 1.498
H -0.838 3.004 1.563
H 1.477 3.107 3.536
H -0.145 2.376 3.693
F -3.021 3.598 -0.993
C -3.197 4.667 -1.794
C -4.000 5.704 -1.363
C -4.179 6.804 -2.188
C -3.563 6.848 -3.431
C -2.761 5.795 -3.847
C -2.571 4.697 -3.023
H -4.478 5.645 -0.393
H -4.801 7.627 -1.860
H -3.710 7.705 -4.077
H -2.284 5.825 -4.818
H -1.943 3.870 -3.328
F -5.325 4.312 -4.184
C -6.036 3.279 -3.700
C -7.416 3.342 -3.714
C -8.144 2.271 -3.215
C -7.487 1.161 -2.700
C -6.099 1.117 -2.689
C -5.366 2.180 -3.197
H -7.909 4.220 -4.112
H -9.226 2.304 -3.226
H -8.058 0.330 -2.307
H -5.585 0.255 -2.284
H -4.284 2.161 -3.204